[1]
C30H88B5N2O8Zr as an isolated structure in a non-equilibrium geometry. Source: OMol25; level of theory: ωB97M-V with the def2-TZVPD basis set.

Charge: -1

Cartesian coordinates (Å):
Zr 0.894 3.304 -1.967
B 0.240 0.547 -1.009
H -0.462 1.207 -0.522
H 1.231 0.738 -0.626
H -0.127 -0.455 -0.853
H 0.273 0.723 -2.073
B 1.746 4.236 0.704
H 2.577 3.999 0.059
H 2.070 4.642 1.650
H 1.169 4.978 0.176
H 1.114 3.367 0.801
B 3.449 1.723 -3.161
H 4.373 1.858 -3.702
H 3.251 0.662 -3.166
H 3.476 2.202 -2.194
H 2.672 2.236 -3.707
B -2.025 4.182 -1.881
H -1.914 3.179 -2.261
H -1.449 4.830 -2.523
H -3.058 4.493 -1.861
H -1.572 4.259 -0.905
B -0.488 1.964 -5.278
H -0.445 2.465 -6.233
H -0.246 2.571 -4.420
H -1.490 1.574 -5.195
H 0.185 1.121 -5.297
C -3.117 -1.887 -4.121
O -2.984 -2.305 -5.516
C -3.081 -3.713 -5.699
C -2.555 -4.087 -7.154
O -3.131 -3.294 -8.139
C -3.093 -3.907 -9.432
H -3.062 -0.820 -3.907
H -2.247 -2.318 -3.626
H -4.014 -2.275 -3.638
H -4.115 -3.991 -5.495
H -2.452 -4.188 -4.946
H -2.584 -5.160 -7.345
H -1.520 -3.743 -7.152
H -2.060 -4.224 -9.569
H -3.472 -3.150 -10.119
H -3.783 -4.751 -9.469
C 0.758 -4.096 2.740
O -0.474 -4.517 3.282
C -1.625 -4.158 2.426
C -3.050 -4.429 2.903
O -3.375 -5.769 3.041
C -2.692 -6.529 3.984
H 1.569 -4.181 3.463
H 0.667 -3.028 2.539
H 1.011 -4.591 1.803
H -1.598 -4.649 1.454
H -1.646 -3.081 2.257
H -3.694 -3.920 2.186
H -3.149 -3.997 3.898
H -2.836 -5.977 4.912
H -1.616 -6.617 3.831
H -3.124 -7.528 3.932
C 2.658 -3.607 -3.344
O 3.598 -3.834 -4.401
C 3.203 -4.898 -5.349
C 4.270 -4.949 -6.507
O 4.145 -3.719 -7.209
C 4.842 -3.614 -8.471
H 2.957 -2.776 -2.706
H 2.498 -4.467 -2.694
H 1.773 -3.206 -3.838
H 2.215 -4.716 -5.770
H 3.222 -5.822 -4.770
H 3.921 -5.660 -7.256
H 5.281 -5.224 -6.206
H 4.386 -4.000 -9.382
H 5.816 -4.038 -8.224
H 4.990 -2.569 -8.741
C 5.943 4.697 5.431
C 6.247 3.426 4.542
C 7.505 2.762 5.022
C 7.650 1.412 4.491
C 6.566 0.556 5.077
C 5.167 1.060 4.605
N 5.087 2.517 4.805
O 3.823 3.013 4.516
C 4.863 0.463 3.188
C 4.154 0.403 5.592
C 6.454 3.858 3.050
H 5.956 4.552 6.511
H 4.998 5.179 5.182
H 6.663 5.492 5.234
H 8.379 3.336 4.716
H 7.563 2.870 6.105
H 8.616 0.941 4.671
H 7.588 1.307 3.408
H 6.746 0.653 6.147
H 6.721 -0.488 4.803
H 5.448 1.092 2.517
H 5.029 -0.606 3.056
H 3.818 0.621 2.923
H 4.330 0.746 6.612
H 3.113 0.679 5.424
H 4.213 -0.685 5.555
H 6.780 3.029 2.421
H 7.248 4.598 2.944
H 5.511 4.258 2.677
H 3.791 2.987 3.557
C -6.406 1.899 -0.223
C -6.610 2.069 1.294
C -6.735 0.652 1.797
C -6.543 0.487 3.350
C -5.256 1.205 3.816
C -5.093 2.672 3.353
N -5.519 2.776 1.948
O -5.230 3.965 1.278
C -6.054 3.568 4.238
C -3.636 3.130 3.516
C -7.993 2.729 1.499
H -7.062 1.163 -0.686
H -5.383 1.553 -0.368
H -6.534 2.847 -0.747
H -7.689 0.214 1.500
H -5.993 0.007 1.327
H -6.498 -0.566 3.629
H -7.369 0.866 3.951
H -4.261 0.826 3.584
H -5.227 1.258 4.904
H -7.056 3.160 4.371
H -5.598 3.763 5.209
H -6.239 4.522 3.745
H -3.077 2.554 2.778
H -3.345 4.153 3.277
H -3.148 2.738 4.408
H -8.807 2.217 0.986
H -8.005 3.750 1.118
H -8.246 2.719 2.560
H -4.432 3.749 0.791

Löwdin population analysis, charges in e, atoms 1 to 6: 2.018 -0.365 -0.044 -0.044 -0.016 -0.041

***

[2]
A 12-piece molecular cluster, C30H88N8O12 overall in a non-equilibrium geometry. Source: OMol25; level of theory: ωB97M-V with the def2-TZVPD basis set.

SMILES: COC[C@H](C)N.COC[C@H](C)N.COC[C@H](C)N.COC[C@H](C)N.NC(N)=O.NC(N)=O.CCO.CCO.CCO.CCO.CCO.CCO
Energy relative to the best compared isomer or geometry (same formula, charge and spin) in kcal/mol: 18.61

Cartesian coordinates (Å):
C 3.143 -1.598 -7.102
O 2.684 -0.809 -6.043
C 2.287 -1.587 -4.894
C 2.156 -0.774 -3.594
C 1.054 0.336 -3.671
N 3.443 -0.029 -3.366
H 2.470 -2.414 -7.364
H 4.115 -1.986 -6.798
H 3.452 -0.951 -7.923
H 1.336 -2.058 -5.141
H 3.008 -2.375 -4.675
H 1.907 -1.504 -2.824
H 1.185 0.855 -4.621
H 1.044 0.954 -2.773
H 0.052 -0.053 -3.853
H 4.247 -0.619 -3.524
H 3.660 0.663 -4.069
C 2.990 3.015 1.123
O 2.599 4.175 1.790
C 2.923 4.096 3.183
C 2.266 5.317 3.885
C 2.652 6.715 3.248
N 2.645 5.292 5.242
H 2.602 2.178 1.702
H 4.077 3.075 1.067
H 2.504 3.034 0.147
H 2.609 3.150 3.625
H 3.998 4.268 3.235
H 1.188 5.161 3.920
H 2.367 7.573 3.857
H 2.456 6.665 2.177
H 3.738 6.803 3.287
H 2.563 6.170 5.735
H 3.630 5.105 5.362
C -2.016 2.101 -4.192
O -2.854 1.153 -3.665
C -3.209 1.250 -2.293
C -4.020 0.067 -2.000
C -5.333 -0.058 -2.791
N -4.244 -0.006 -0.607
H -1.093 2.211 -3.622
H -2.510 3.044 -4.428
H -1.576 1.788 -5.138
H -2.306 1.356 -1.692
H -3.820 2.148 -2.196
H -3.481 -0.859 -2.198
H -5.107 -0.018 -3.856
H -6.091 0.690 -2.560
H -5.806 -1.031 -2.655
H -3.337 0.078 -0.170
H -4.790 0.819 -0.400
C -5.435 -3.798 3.612
O -4.826 -4.167 2.393
C -4.277 -3.088 1.645
C -3.691 -3.530 0.347
C -2.668 -4.692 0.518
N -2.864 -2.540 -0.246
H -6.091 -2.931 3.542
H -4.618 -3.541 4.286
H -6.013 -4.626 4.023
H -4.991 -2.273 1.531
H -3.484 -2.616 2.227
H -4.522 -3.699 -0.338
H -1.729 -4.374 0.973
H -2.370 -5.050 -0.467
H -3.092 -5.548 1.043
H -3.501 -2.099 -0.894
H -2.606 -1.822 0.416
N 0.304 -0.908 -0.404
C -0.478 -0.066 0.215
N 0.206 0.905 0.684
O -1.685 -0.327 0.457
H -0.072 -1.761 -0.792
H 1.274 -0.674 -0.560
H -0.304 1.616 1.188
H 1.128 0.956 0.275
N -1.390 4.626 2.488
C -2.234 5.235 3.272
N -2.845 4.370 4.092
O -2.500 6.407 3.231
H -1.160 3.721 2.873
H -0.866 5.098 1.765
H -3.446 4.680 4.843
H -2.344 3.503 4.222
C 4.136 -0.605 1.355
C 4.262 -0.200 -0.126
O 2.965 0.192 -0.649
H 5.089 -1.043 1.653
H 3.393 -1.391 1.491
H 4.022 0.253 2.016
H 4.589 -1.068 -0.699
H 4.949 0.612 -0.362
H 3.112 0.215 -1.597
C -0.942 4.582 -0.632
C 0.464 5.149 -0.593
O 0.536 5.920 0.590
H -1.097 4.026 -1.557
H -1.698 5.361 -0.534
H -1.085 3.887 0.196
H 0.591 5.816 -1.445
H 1.197 4.347 -0.672
H 1.362 5.788 1.060
C -0.881 0.113 5.424
C -0.576 0.848 4.159
O -0.673 2.262 4.270
H -0.101 0.024 6.180
H -1.266 -0.892 5.250
H -1.731 0.614 5.885
H -1.409 0.684 3.475
H 0.297 0.426 3.663
H 0.095 2.584 4.747
C 4.182 -5.199 -2.314
C 2.922 -4.246 -2.060
O 2.214 -4.716 -0.933
H 4.583 -4.989 -3.305
H 3.940 -6.257 -2.219
H 4.930 -4.814 -1.621
H 2.311 -4.368 -2.955
H 3.230 -3.200 -2.059
H 1.399 -4.211 -0.993
C -0.181 -2.915 2.763
C 0.765 -3.865 2.011
O 1.780 -4.373 2.841
H 0.420 -2.131 3.224
H -0.704 -3.342 3.618
H -0.938 -2.425 2.151
H 1.283 -3.325 1.218
H 0.353 -4.754 1.533
H 2.374 -4.958 2.365
C -1.055 -4.491 -3.288
C -0.773 -3.156 -2.623
O -0.428 -3.378 -1.298
H -0.243 -5.216 -3.245
H -1.419 -4.331 -4.302
H -1.902 -4.910 -2.743
H -1.661 -2.524 -2.667
H -0.012 -2.634 -3.203
H -1.241 -3.343 -0.789

Löwdin population analysis, charges in e, atoms 1 to 6: -0.118 -0.192 -0.191 -0.364 -0.045 0.046

***

[3]
A 16-piece molecular cluster, C30H95BN4O20P overall in a non-equilibrium geometry. Source: OMol25; level of theory: ωB97M-V with the def2-TZVPD basis set.

Charge: -1

Cartesian coordinates (Å):
C 3.825 -2.976 -3.057
C 2.915 -3.425 -4.186
C 2.618 -4.924 -4.198
C 2.109 -5.484 -2.866
C 1.089 -4.636 -2.106
C -0.356 -5.133 -2.140
C -1.197 -4.407 -1.085
C -1.953 -3.152 -1.548
C -1.588 -1.887 -0.776
C -0.100 -1.638 -0.702
O 0.392 -1.087 0.547
B 1.789 -0.896 0.206
O 2.677 -2.108 0.590
N 2.108 -2.913 1.533
O 2.252 -4.067 1.299
P 2.565 0.729 1.038
N 3.048 0.249 2.669
O 4.043 0.896 0.247
O 1.874 -0.708 -1.266
C 0.538 -0.641 -1.691
N 0.364 -1.185 -3.052
C -0.055 0.773 -1.558
C 0.596 1.768 -2.526
C -0.244 2.988 -2.919
C -1.708 2.698 -3.194
N -2.369 3.856 -3.833
H 3.953 -1.894 -3.129
H 3.411 -3.162 -2.069
H 4.820 -3.406 -3.164
H 1.966 -2.885 -4.141
H 3.365 -3.158 -5.146
H 1.942 -5.157 -5.023
H 3.550 -5.452 -4.426
H 1.645 -6.451 -3.085
H 2.958 -5.717 -2.224
H 1.390 -4.634 -1.056
H 1.097 -3.592 -2.417
H -0.790 -4.965 -3.127
H -0.358 -6.195 -1.888
H -1.940 -5.121 -0.730
H -0.567 -4.173 -0.225
H -3.013 -3.346 -1.371
H -1.837 -2.988 -2.619
H -2.036 -1.897 0.218
H -2.033 -1.045 -1.296
H 0.517 -2.529 -0.845
H 3.812 -0.424 2.608
H 2.265 -0.302 3.028
H 4.233 0.065 -0.210
H -0.446 -0.727 -3.458
H 1.143 -0.881 -3.628
H -1.122 0.655 -1.754
H 0.065 1.134 -0.542
H 1.505 2.132 -2.044
H 0.920 1.267 -3.438
H 0.170 3.395 -3.847
H -0.158 3.782 -2.180
H -1.839 1.805 -3.808
H -2.190 2.477 -2.237
H -2.744 4.468 -3.121
H -3.173 3.526 -4.351
C 5.870 -3.551 0.029
O 6.414 -4.341 -1.030
H 4.788 -3.557 -0.072
H 6.141 -3.974 1.000
H 6.227 -2.520 -0.035
H 7.370 -4.333 -0.939
C -4.813 7.025 -3.640
O -5.126 5.633 -3.557
H -3.934 7.194 -3.023
H -4.579 7.309 -4.670
H -5.628 7.642 -3.270
H -5.900 5.471 -4.101
C 4.364 4.372 2.211
O 5.255 3.304 2.484
H 4.422 5.084 3.032
H 4.642 4.881 1.281
H 3.334 4.008 2.134
H 5.174 2.682 1.751
C 0.215 4.043 1.342
O 0.725 3.461 0.154
H -0.868 3.932 1.318
H 0.603 3.533 2.229
H 0.459 5.110 1.407
H 1.684 3.538 0.176
C -5.801 11.304 -3.529
O -6.204 9.937 -3.445
H -4.920 11.426 -2.909
H -5.544 11.571 -4.557
H -6.589 11.970 -3.167
H -6.983 9.824 -3.996
C -4.821 0.226 0.156
O -4.020 0.188 -1.016
H -4.147 0.138 1.005
H -5.369 1.169 0.238
H -5.529 -0.608 0.181
H -4.599 0.264 -1.778
C -4.715 -5.883 -0.267
O -4.570 -4.478 -0.074
H -5.056 -6.044 -1.287
H -3.754 -6.380 -0.120
H -5.453 -6.300 0.426
H -4.250 -4.340 0.822
C 0.873 1.104 5.742
O 1.484 2.036 4.863
H 0.386 1.661 6.540
H 0.118 0.508 5.225
H 1.617 0.433 6.185
H 1.898 1.521 4.159
C -2.028 12.437 -4.721
O -2.523 12.220 -3.405
H -2.784 13.002 -5.261
H -1.100 13.016 -4.708
H -1.855 11.493 -5.242
H -1.862 11.719 -2.920
C 6.002 -1.068 4.863
O 5.674 -2.456 4.910
H 6.923 -0.933 5.425
H 6.162 -0.739 3.834
H 5.214 -0.464 5.317
H 4.861 -2.583 4.414
C -2.828 0.463 5.979
O -1.967 -0.625 6.311
H -2.801 1.170 6.798
H -2.491 0.963 5.066
H -3.858 0.120 5.845
H -1.987 -1.250 5.581
C -0.553 -7.828 0.609
O -1.928 -7.624 0.274
H -0.060 -6.860 0.561
H -0.456 -8.233 1.618
H -0.079 -8.506 -0.107
H -2.373 -8.474 0.317
C 6.523 2.580 -1.830
O 7.113 2.287 -0.569
H 7.194 3.255 -2.356
H 6.395 1.669 -2.422
H 5.552 3.064 -1.701
H 6.510 1.691 -0.110
C -0.998 -10.861 3.550
O -0.940 -9.457 3.766
H -1.341 -11.018 2.529
H -0.015 -11.324 3.665
H -1.702 -11.342 4.235
H -0.635 -9.309 4.665
C -5.632 2.589 8.377
O -4.227 2.456 8.203
H -6.054 2.841 7.407
H -6.081 1.655 8.724
H -5.874 3.388 9.083
H -3.843 2.232 9.054

Löwdin population analysis, charges in e, atoms 1 to 6: -0.097 -0.273 -0.218 -0.197 -0.212 -0.185

***

[4]
C31H18IrN7O11S3 as an isolated structure in a non-equilibrium geometry. Source: OMol25; level of theory: ωB97M-V with the def2-TZVPD basis set.

2S+1: 2
Charge: -1
Energy relative to the best compared isomer or geometry (same formula, charge and spin) in kcal/mol: 89.75

Cartesian coordinates (Å):
Ir -0.628 -0.252 0.059
O 1.439 0.581 -7.326
N 1.005 -0.302 -6.577
O 0.556 -1.367 -7.017
C 1.015 -0.050 -5.197
C 1.470 1.204 -4.790
C 1.457 1.600 -3.453
C 1.960 2.838 -2.981
C 1.868 3.136 -1.649
C 1.264 2.221 -0.774
N 0.798 1.061 -1.189
C 0.901 0.729 -2.479
C 0.479 -0.582 -2.873
N 0.024 -1.378 -1.896
C -0.288 -2.633 -2.164
C -0.175 -3.160 -3.441
C 0.238 -2.349 -4.479
C 0.572 -1.008 -4.223
H 1.837 1.880 -5.547
H 2.425 3.517 -3.681
H 2.252 4.067 -1.260
H 1.177 2.431 0.280
H -0.629 -3.231 -1.332
H -0.430 -4.195 -3.610
H 0.319 -2.735 -5.481
O -1.887 1.716 -0.528
N -3.146 1.712 -0.252
C -3.765 2.888 -0.040
C -5.116 2.976 0.187
C -5.874 1.808 0.220
C -5.234 0.604 0.042
C -3.859 0.549 -0.196
S -3.065 -0.942 -0.462
H -3.113 3.748 -0.081
H -5.569 3.943 0.347
H -6.939 1.848 0.375
H -5.766 -0.332 0.088
O 0.643 -3.118 5.678
S -0.260 -2.128 5.166
O -0.416 -0.934 5.950
N 0.145 -1.812 3.591
C -0.757 -2.270 2.795
S -0.502 -2.495 1.125
C -1.984 -2.805 3.401
C -3.130 -3.276 2.779
C -4.117 -3.837 3.576
C -3.969 -3.922 4.954
C -2.829 -3.422 5.575
C -1.861 -2.862 4.781
H -3.234 -3.197 1.708
H -5.012 -4.227 3.117
H -4.742 -4.378 5.556
H -2.692 -3.479 6.644
O -1.445 0.560 2.195
C -0.264 0.720 2.581
O 0.712 0.493 1.832
C -0.007 1.227 3.963
C -0.982 1.977 4.601
C -0.746 2.447 5.892
C 0.428 2.136 6.562
C 1.384 1.375 5.908
C 1.188 0.931 4.604
N 2.593 1.032 6.605
O 3.467 0.466 5.981
O 2.684 1.346 7.777
N -1.725 3.257 6.549
O -1.472 3.659 7.674
O -2.754 3.521 5.945
H -1.914 2.196 4.103
H 0.579 2.465 7.580
H 1.939 0.328 4.117

Löwdin population analysis, charges in e, atoms 1 to 6: 1.084 -0.028 -0.401 -0.032 -0.123 0.022

***

| no. | E_tot (eV) | molar mass (u) |
| --- | --- | --- |
| 1 | -56533.2619 | 750.32 |
| 2 | -69024.8718 | 753.08 |
| 3 | -89522.3740 | 873.88 |
| 4 | -100729.2405 | 952.94 |